Entry 1:
The following is a DFT calculation (ωB97M-V/def2-TZVPD) of a molecular structure, C36H54BN7ReS4Si.

Geometry as XYZ:
```
104
Properties=species:S:1:pos:R:3:forces:R:3
Re -1.170 -1.238 -1.814 -0.39 0.44 -0.50
C -1.870 -1.775 3.391 -0.06 -0.04 0.05
C -0.799 -1.037 2.663 0.19 0.15 -0.09
C 0.320 -0.545 3.279 -0.04 -0.01 -0.16
C 1.307 0.144 2.539 -0.09 0.00 -0.13
N 1.136 0.389 1.258 0.16 0.08 0.19
N 0.041 -0.064 0.666 0.05 -0.18 0.10
B -0.290 0.392 -0.794 -0.14 0.00 0.00
N 0.923 0.986 -1.582 0.05 -0.06 -0.17
N 1.408 2.140 -1.121 0.05 0.20 -0.01
C 2.376 2.729 -1.780 -0.08 -0.12 -0.05
C 2.946 2.128 -2.926 -0.13 -0.13 0.04
C 2.439 0.960 -3.420 -0.06 0.17 0.25
C 2.965 0.303 -4.648 0.07 -0.03 -0.10
C 1.339 0.411 -2.710 -0.02 -0.05 -0.18
S 0.509 -0.986 -3.383 0.25 -0.07 0.38
C 2.859 4.080 -1.299 0.00 0.06 0.04
C 2.881 5.051 -2.488 0.00 0.04 0.04
C 4.280 3.924 -0.744 0.00 0.01 0.03
C 1.926 4.628 -0.224 0.06 0.06 -0.01
N -1.370 1.538 -0.581 -0.15 0.04 -0.10
N -1.188 2.317 0.480 0.02 0.02 0.09
C -2.047 3.276 0.716 -0.09 0.00 -0.06
C -3.118 3.524 -0.176 0.14 -0.13 -0.06
C -3.329 2.709 -1.255 0.26 -0.09 0.19
C -4.471 2.880 -2.197 -0.07 0.02 -0.07
C -2.407 1.640 -1.407 -0.09 0.17 0.06
S -2.628 0.410 -2.625 0.18 -0.28 0.05
C -1.871 4.092 1.981 0.04 0.01 0.02
C -0.737 3.531 2.838 -0.03 0.02 0.01
C -3.179 4.037 2.780 0.01 0.01 0.05
C -1.562 5.544 1.597 0.02 -0.03 0.01
C -0.891 -0.805 1.271 -0.12 -0.01 -0.02
S -2.164 -1.528 0.298 0.19 -0.06 0.25
C 2.607 0.584 3.186 -0.01 0.01 -0.02
C 2.349 1.081 4.612 0.05 0.00 0.03
C 3.527 -0.646 3.222 0.00 0.02 0.01
C 3.273 1.699 2.384 -0.01 -0.01 -0.02
H -1.625 -1.862 4.447 -0.01 -0.01 0.02
H -2.003 -2.771 2.970 -0.02 -0.06 -0.01
H -2.826 -1.261 3.295 -0.03 0.01 0.00
H 0.459 -0.694 4.340 -0.01 -0.01 0.04
H 3.769 2.616 -3.430 0.04 0.00 -0.02
H 3.845 0.828 -5.009 0.02 0.00 -0.03
H 2.212 0.302 -5.437 -0.02 -0.01 -0.04
H 3.227 -0.735 -4.450 0.01 -0.04 -0.01
H 3.687 4.835 -3.187 0.03 -0.03 -0.06
H 3.040 6.064 -2.120 0.03 0.04 0.01
H 1.937 5.040 -3.032 -0.07 0.01 -0.02
H 4.965 3.522 -1.491 0.01 -0.02 -0.03
H 4.299 3.270 0.126 -0.01 -0.03 0.05
H 4.659 4.900 -0.444 0.02 0.04 0.02
H 0.961 4.899 -0.652 -0.08 -0.02 -0.02
H 2.367 5.524 0.212 0.01 0.06 0.00
H 1.754 3.901 0.563 0.00 -0.08 0.13
H -3.789 4.348 0.015 -0.05 0.05 0.00
H -4.946 3.846 -2.047 -0.03 0.01 0.00
H -5.214 2.098 -2.034 -0.02 -0.02 -0.02
H -4.142 2.806 -3.233 -0.01 0.01 -0.01
H -0.970 2.524 3.188 0.00 -0.06 0.00
H -0.599 4.171 3.709 -0.01 0.02 0.03
H 0.198 3.487 2.286 0.08 0.01 -0.04
H -3.464 3.009 3.007 0.00 -0.05 0.01
H -4.004 4.516 2.258 -0.06 0.02 -0.04
H -3.046 4.564 3.724 0.00 0.02 0.04
H -0.621 5.617 1.053 0.06 -0.01 -0.03
H -1.479 6.148 2.498 0.00 0.04 0.05
H -2.348 5.978 0.982 -0.07 0.04 -0.05
H 2.097 0.273 5.297 -0.02 -0.04 0.05
H 1.553 1.825 4.639 -0.04 0.05 -0.01
H 3.253 1.551 4.997 0.04 0.00 0.01
H 3.060 -1.478 3.749 -0.03 -0.05 0.04
H 4.450 -0.400 3.743 0.06 0.02 0.02
H 3.780 -0.972 2.214 0.01 -0.02 -0.06
H 2.702 2.624 2.457 -0.06 0.06 -0.02
H 3.361 1.436 1.334 0.04 -0.03 -0.08
H 4.268 1.882 2.786 0.04 0.02 0.03
S 0.306 -3.093 -1.265 -0.11 -0.19 -0.18
C -0.462 -4.144 -0.089 0.07 -0.03 0.15
C 0.142 -4.315 1.160 -0.09 0.00 -0.09
C -0.402 -5.162 2.098 -0.11 -0.02 -0.04
C -1.582 -5.840 1.798 0.01 0.03 -0.07
C -2.140 -5.663 0.560 0.06 -0.07 0.19
N -1.583 -4.853 -0.367 0.22 0.02 0.16
H 1.053 -3.768 1.357 0.02 0.02 -0.01
H 0.079 -5.294 3.056 0.03 -0.02 0.07
H -2.055 -6.507 2.503 -0.01 -0.01 0.02
H -3.038 -6.173 0.247 -0.01 -0.02 0.02
C -2.573 -7.842 -2.337 0.16 0.21 -0.01
Si -1.556 -6.338 -2.814 -0.04 -0.05 -0.07
C 0.262 -6.625 -2.463 -0.28 0.07 0.02
C -1.883 -5.775 -4.567 0.07 0.00 0.21
C -2.192 -4.872 -1.701 -0.09 0.10 -0.30
H -2.326 -8.684 -2.982 0.05 -0.05 -0.07
H -3.643 -7.662 -2.440 -0.06 0.04 -0.01
H -2.376 -8.167 -1.314 0.01 0.00 0.05
H 0.601 -7.497 -3.020 0.01 -0.08 -0.06
H 0.452 -6.833 -1.408 -0.01 -0.01 0.06
H 0.880 -5.781 -2.760 0.04 0.10 -0.03
H -1.529 -6.516 -5.283 0.03 -0.08 -0.03
H -1.363 -4.839 -4.782 0.01 0.00 0.01
H -2.946 -5.625 -4.756 -0.06 0.01 0.02
H -3.268 -4.954 -1.553 -0.03 -0.03 -0.07
H -2.002 -3.914 -2.185 0.02 -0.14 0.01
```
Forces are in eV/Å.

expectation value of S²: 0.777
gap between HOMO and LUMO (alpha / beta): 0.23233 / 0.23895 hartree
LUMO energy (alpha / beta): -6.7 / -6.4 eV
E: -102655.890 eV
highest occupied orbital energy (alpha / beta): -13.06 / -12.92 eV
2S+1: 2
total charge: +2
energy relative to the best compared isomer or geometry (same formula, charge and spin): 0.0 kJ/mol



Entry 2:
The following is a DFT calculation (ωB97M-V/def2-TZVPD) of a gas-phase ion, C5H13N2 (charge +1).

Geometry as XYZ:
```
20
Properties=species:S:1:pos:R:3:forces:R:3
C -0.142 -2.107 -2.174 -0.03 -0.40 -0.21
C -0.219 -1.560 -0.728 -0.47 0.45 -1.23
C -0.392 -0.020 -0.734 0.27 -0.20 0.38
C 0.108 0.695 0.505 -1.22 -0.42 -0.33
N 1.260 1.587 0.338 1.30 -0.61 -0.26
C -0.582 0.731 1.651 0.64 0.31 0.47
N -0.407 1.519 2.735 0.23 0.36 0.69
H -0.997 -2.746 -2.405 -0.07 0.16 0.08
H 0.714 -2.746 -2.398 0.19 0.23 0.30
H -0.148 -1.307 -2.913 0.04 0.04 -0.01
H -1.160 -1.954 -0.348 0.31 -0.15 0.66
H 0.618 -1.845 -0.107 0.13 -0.22 0.12
H -1.451 0.169 -0.894 -0.08 0.26 0.17
H 0.068 0.472 -1.590 0.34 -0.24 -0.30
H 1.066 2.545 0.522 -0.45 1.32 0.20
H 2.080 1.355 0.914 -0.28 -0.23 0.26
H 1.644 1.560 -0.610 -0.39 -0.14 -0.15
H -1.365 0.020 1.815 -0.47 -0.27 -0.41
H -0.932 1.353 3.573 -0.17 -0.18 -0.08
H 0.239 2.280 2.847 0.18 -0.07 -0.35
```
Forces are in eV/Å.

gap between HOMO and LUMO: 0.33091 hartree
LUMO energy: -3.7 eV
E: -8368.702 eV
highest occupied orbital energy: -12.68 eV
2S+1: 1
total charge: +1
energy relative to the best compared isomer or geometry (same formula, charge and spin): 203.5 kJ/mol



Entry 3:
The following is a DFT calculation (ωB97M-V/def2-TZVPD) of a single C6H11N molecule.

Geometry as XYZ:
```
18
Properties=species:S:1:pos:R:3:forces:R:3
C 2.661 -0.543 0.900 -1.47 0.60 0.02
C 1.113 -0.289 1.290 3.29 -0.89 -0.89
C 0.463 0.721 0.720 0.18 0.43 -0.90
C -0.696 0.546 -0.138 -0.39 -0.41 -0.85
C -1.993 1.132 0.217 -2.77 0.00 0.81
C -0.584 -0.141 -1.365 0.94 1.97 5.06
N -1.489 -0.974 -1.874 0.19 -1.83 -3.49
H 2.977 0.492 0.741 0.51 -0.24 -0.75
H 2.588 -1.177 -0.104 0.40 1.49 2.21
H 3.398 -0.969 1.611 -0.87 -0.17 -0.24
H 0.657 -1.094 1.770 -1.23 -1.78 -0.25
H 0.910 1.677 0.785 1.09 1.13 -0.67
H -2.647 0.645 -0.506 -0.80 0.61 -0.05
H -2.134 2.252 0.119 0.63 -1.08 -0.16
H -2.489 0.902 1.213 1.04 0.01 -0.79
H 0.318 -0.071 -1.872 1.91 -0.44 -0.66
H -0.977 -1.780 -2.319 -1.16 1.31 0.32
H -2.075 -1.329 -1.188 -1.48 -0.72 1.26
```
Forces are in eV/Å.

gap between HOMO and LUMO: 0.29351 hartree
LUMO energy: 0.7 eV
E: -7886.261 eV
highest occupied orbital energy: -7.28 eV
2S+1: 1
total charge: 0
energy relative to the best compared isomer or geometry (same formula, charge and spin): 412.1 kJ/mol